The molecule C4H3NO2S at a distorted geometry, computed with ωB97M-V/def2-TZVPD.

Last column: Löwdin charge in e.
Atoms and positions in Å:
O: -2.8309 -1.2628 -0.1269  0.0911
C: -2.5703 -0.1228 -0.0054  -0.2463
C: -1.2015 0.4008 0.0438  -0.1330
C: -0.5314 1.5716 -0.0346  -0.0346
O: 0.8015 1.4248 -0.0655  0.0445
C: 1.0967 0.1008 0.1511  -0.8348
S: 2.5518 -0.6990 -0.0460  0.6079
N: -0.0965 -0.4974 0.1208  0.1099
H: -3.4766 0.6015 0.4232  0.1727
H: -0.9733 2.4893 -0.1662  0.1162
H: -0.2300 -1.4222 0.2429  0.1064

## Properties
highest occupied orbital energy	-8.548	eV
SMILES	O=Cc1coc(=S)[nH]1
LUMO	-0.5	eV
strongest force on any atom	5.0	eV/A

=====

The molecule C4H3NO2S at a distorted geometry, computed with ωB97M-V/def2-TZVPD.

Last column: Löwdin charge in e.
Atoms and positions in Å:
C: -0.8646 0.0053 0.0074  -0.1247
C: -2.1228 0.5154 0.0586  -0.3460
C: 0.1631 1.0434 -0.0890  -0.3737
C: -0.3601 2.3529 -0.1098  -0.3701
N: 2.7217 1.1692 -0.0734  -0.1215
O: 1.4550 0.6496 -0.0415  0.0452
O: 3.1844 2.2743 0.1414  0.0539
S: -2.0294 2.2886 0.0074  0.9150
H: -0.4915 -0.9652 0.0814  0.0864
H: -3.1393 0.1869 0.2545  0.0626
H: 3.4098 0.5542 -0.4618  0.1727

## Properties
highest occupied orbital energy (alpha / beta)	-8.549 / -8.332	eV
LUMO (alpha / beta)	0.0 / -2.1	eV
strongest force on any atom	2.0	eV/A

=====

The molecule C4H3NO3 at a distorted geometry, computed with ωB97M-V/def2-TZVPD.

Last column: Löwdin charge in e.
Atoms and positions in Å:
O: -0.7886 2.5090 0.5535  -0.0005
C: -0.6463 1.3196 0.0964  -0.4278
C: -0.2226 0.2259 0.9466  0.0698
C: 0.5127 -0.8003 0.2742  -0.4572
O: 1.3112 -1.6352 0.8755  0.1400
O: 0.4510 -1.0264 -0.9576  0.1497
C: -0.4217 -0.1669 -1.6635  -0.0982
N: -0.7316 0.9652 -1.2711  0.1799
H: -0.1932 0.4009 1.9812  0.0973
H: 1.2900 -1.4174 1.8909  0.1984
H: -0.5609 -0.3744 -2.7262  0.1486

## Properties
highest occupied orbital energy	-9.194	eV
SMILES	O=c1cc(O)ocn1
LUMO	0.1	eV
strongest force on any atom	6.6	eV/A

=====

A structure of composition C4H3NO3 at a distorted geometry, computed with ωB97M-V/def2-TZVPD.

Last column: Löwdin charge in e.
Atoms and positions in Å:
C: -0.6628 -0.2290 -0.6924  -0.4238
C: -0.4720 0.8942 0.1306  0.0640
C: 0.7999 0.9586 0.8175  -0.5001
C: 1.0183 -1.2226 0.3704  -0.2331
H: -2.2759 0.1682 -1.5208  0.3257
H: -0.9014 1.8783 -0.1335  0.1329
H: 1.2956 -2.3704 0.8685  0.2157
N: 1.4393 -0.2353 1.0525  0.1823
O: -1.3034 -0.6178 -1.7931  0.0779
O: 0.9594 2.0418 1.3878  0.0412
O: 0.1031 -1.2660 -0.4875  0.1172

## Properties
highest occupied orbital energy	-9.601	eV
LUMO	-0.6	eV
strongest force on any atom	8.8	eV/A

=====

A structure of composition C4H3NO3 at a distorted geometry, computed with ωB97M-V/def2-TZVPD.

Last column: Löwdin charge in e.
Atoms and positions in Å:
C: -0.5857 1.8247 0.0787  -0.2036
C: -1.4247 -0.6703 -0.0221  -0.1047
C: -0.9430 -1.9362 -0.2170  -0.0024
C: 0.7403 -0.4420 0.0381  -0.4600
H: -1.5675 2.2910 -0.4698  0.1851
H: -2.4853 -0.2810 0.7124  0.2175
H: -1.3901 -2.8318 -0.1262  0.0748
N: -0.4536 0.3162 0.0984  0.0233
O: 0.3390 2.5625 0.0657  0.1025
O: 0.4892 -1.7217 -0.3573  0.0679
O: 1.9090 -0.0969 0.2826  0.0996

## Properties
highest occupied orbital energy	-9.434	eV
LUMO	0.1	eV
strongest force on any atom	7.2	eV/A

=====

The molecule C4H3NO3 at a distorted geometry, computed with ωB97M-V/def2-TZVPD.

Last column: Löwdin charge in e.
Atoms and positions in Å:
O: 2.8155 -1.4109 0.1363  0.1317
C: 1.8996 -0.7102 -0.1920  -0.4443
N: 2.0920 0.7214 -0.0626  0.1646
C: 0.8271 1.1701 -0.2295  -0.0177
C: -0.1547 0.0818 -0.3699  -0.3100
C: -1.4606 0.0841 0.0633  -0.1376
O: -2.1038 -1.0991 -0.1615  -0.0344
O: 0.5168 -1.0620 -0.3968  0.0942
H: 0.5291 2.1560 0.0366  0.1078
H: -1.9294 1.0846 0.5859  0.1820
H: -3.0316 -1.0158 0.5902  0.2638

## Properties
highest occupied orbital energy	-9.005	eV
SMILES	O=C1N=C/C(=C/O)O1
LUMO	-0.6	eV
strongest force on any atom	7.1	eV/A

=====

The molecule C4H3NO3 at a distorted geometry, computed with ωB97M-V/def2-TZVPD.

Last column: Löwdin charge in e.
Atoms and positions in Å:
N: -0.1577 2.1706 -0.3339  0.1895
C: 0.7595 1.2100 -0.2533  0.0093
C: 1.2288 -0.1536 -0.0550  -0.3628
O: 2.2715 -0.3448 0.5619  0.1278
C: 0.2530 -1.2151 -0.4996  -0.1481
O: -1.0058 -0.8095 -0.8656  -0.0135
C: -1.6358 -0.0782 0.1168  -0.3697
O: -1.4033 -0.1981 1.2643  0.1150
H: 0.2206 -1.8274 0.3797  0.1416
H: 0.7325 -1.8163 -1.1994  0.1320
H: -2.3820 0.6907 -0.3817  0.1790

## Properties
highest occupied orbital energy	-11.318	eV
SMILES	N#CC(=O)COC=O
LUMO	-1.4	eV
strongest force on any atom	13.7	eV/A

=====

The molecule C4H3NO3S at a distorted geometry, computed with ωB97M-V/def2-TZVPD.

Last column: Löwdin charge in e.
Atoms and positions in Å:
C: -1.3628 -0.9561 -0.6282  -0.0396
C: 0.0232 -1.3848 -0.8999  0.0299
C: -1.3028 -0.0629 0.3249  -0.1023
C: 0.8025 -0.6258 -0.0357  -0.4406
N: 0.0168 0.1019 0.8476  -0.0717
O: 1.9183 0.0760 -0.3230  -0.0330
O: 1.8743 1.5854 1.9842  -0.2315
O: 0.5539 2.4996 0.2160  -0.2423
S: 1.1546 1.2868 0.7655  0.8238
H: -2.1954 -1.2224 -1.2200  0.1026
H: 0.5544 -1.9606 -1.5892  0.0898
H: -2.0370 0.6630 0.5579  0.1149

## Properties
highest occupied orbital energy	-9.000	eV
LUMO	-0.4	eV
strongest force on any atom	5.0	eV/A

=====

The molecule C4H3NOS at a distorted geometry, computed with ωB97M-V/def2-TZVPD.

Last column: Löwdin charge in e.
Atoms and positions in Å:
C: -2.4373 0.1849 0.1467  0.0934
C: -1.4640 0.7598 0.6074  -0.0934
C: -0.1185 1.4011 1.0488  -0.7221
O: -0.0676 2.3012 1.8792  -0.0137
S: 1.3720 0.7884 0.3729  0.9876
N: 0.6399 -0.7020 -0.2307  -0.2955
C: 1.5129 -1.2306 -1.0289  -0.1910
H: -3.4305 -0.3285 -0.1456  0.0803
H: 1.5167 -2.3982 -1.4694  0.1361
H: 2.4765 -0.7761 -1.1803  0.0182

## Properties
highest occupied orbital energy	-9.765	eV
SMILES	C#CC(=O)SN=C
LUMO	0.2	eV
strongest force on any atom	3.7	eV/A

=====

The molecule C4H3NOS2 at a distorted geometry, computed with ωB97M-V/def2-TZVPD.

Last column: Löwdin charge in e.
Atoms and positions in Å:
O: 1.9541 0.9961 0.1820  0.0219
N: 0.6359 0.5111 0.1473  -0.1959
C: -0.1630 0.8890 -0.9156  -0.7649
S: -0.2839 2.0673 -1.9809  0.7921
C: -1.3498 -0.1446 -0.6953  -0.0511
C: -1.1069 -1.0085 0.2974  -0.0418
C: 0.2355 -0.5822 0.9360  -0.5653
S: 1.5088 -1.5052 1.7698  0.6081
H: 2.2189 0.8358 1.0528  0.0202
H: -2.0490 -0.1867 -1.4744  0.0794
H: -1.6006 -1.8721 0.6810  0.0973

## Properties
highest occupied orbital energy	-9.191	eV
SMILES	ON1C(=S)C=CC1=S
LUMO	-2.1	eV
strongest force on any atom	4.7	eV/A

=====

The molecule C4H3NS at a distorted geometry, computed with ωB97M-V/def2-TZVPD.

Last column: Löwdin charge in e.
Atoms and positions in Å:
N: 3.7695 -1.1661 0.0961  0.1134
C: 2.7923 -0.2246 -0.1196  -0.1847
C: 1.5580 0.2261 -0.3958  -0.0789
C: 0.3838 0.6536 -0.0121  -0.0211
C: -1.1499 0.5897 0.0882  -0.5669
S: -1.5822 -1.1440 -0.1381  0.6849
H: -1.2885 0.9708 1.0170  0.0275
H: -1.5555 1.1087 -0.8660  0.1111
H: -2.9273 -1.0143 0.3304  -0.0854

## Properties
highest occupied orbital energy	-9.854	eV
SMILES	N#CC#CCS
LUMO	-1.0	eV
strongest force on any atom	14.5	eV/A

=====

The molecule C4H3NS at a distorted geometry, computed with ωB97M-V/def2-TZVPD.

Last column: Löwdin charge in e.
Atoms and positions in Å:
S: 2.9118 -0.1802 -0.1226  0.6297
C: 1.2043 -0.1260 0.3644  -0.6667
C: 0.2468 0.9978 0.2232  -0.1447
C: -0.9186 0.4652 -0.2093  -0.0875
C: -0.7393 -1.0179 -0.1419  -0.1737
N: 0.4359 -1.4075 0.2498  0.0069
H: 0.2769 2.1995 0.1715  0.1589
H: -1.9387 1.0034 -0.2751  0.1310
H: -1.4792 -1.9342 -0.2601  0.1461

## Properties
highest occupied orbital energy	-9.217	eV
SMILES	S=C1C=CC=N1
LUMO	-2.1	eV
strongest force on any atom	4.9	eV/A

=====

A structure of composition C4H3O2 at a distorted geometry, computed with ωB97M-V/def2-TZVPD.

Last column: Löwdin charge in e.
Atoms and positions in Å:
C: 0.2460 0.4661 0.0536  -0.0986
C: -1.1061 -1.8033 -0.0584  0.0461
C: -0.4635 -0.6576 -0.0657  0.1029
C: -2.3023 -1.3004 0.4642  0.0235
O: -0.1818 1.5482 -0.5116  0.1222
O: -2.9749 -0.5324 0.9915  0.3325
H: 1.0697 0.5688 0.6857  0.1461
H: -0.9916 -2.6563 -0.7128  0.1456
H: 0.3461 2.3741 -0.3606  0.1797

## Properties
total charge	+1
highest occupied orbital energy	-14.933	eV
LUMO	-6.3	eV
strongest force on any atom	3.7	eV/A

=====

The ion C4H3O2 with charge +1 at a distorted geometry, computed with ωB97M-V/def2-TZVPD.

Last column: Löwdin charge in e.
Atoms and positions in Å:
C: 0.6533 0.2050 0.3609  0.0801
C: -0.5303 0.8432 0.2730  -0.0104
C: 1.0462 -1.1021 -0.2758  -0.2659
C: -1.7885 0.3798 -0.0652  0.0197
O: -2.8633 0.0675 -0.1435  0.4052
O: 1.0261 -2.2003 0.1113  0.1624
H: 1.6253 0.6222 0.7489  0.1756
H: -0.7112 2.0243 0.3974  0.2200
H: 1.5423 -0.8396 -1.4070  0.2133

## Properties
total charge	+1
highest occupied orbital energy	-15.332	eV
LUMO	-7.2	eV
strongest force on any atom	3.9	eV/A

=====

The ion C4H3O2 with charge +1 at a distorted geometry, computed with ωB97M-V/def2-TZVPD.

Last column: Löwdin charge in e.
Atoms and positions in Å:
C: -2.6673 -0.1741 -0.0755  0.4027
C: -1.4977 -0.5450 0.0181  0.0605
C: 1.6832 0.2816 0.0176  -0.2159
C: -0.1880 -0.6366 0.0695  0.1031
O: 0.6638 1.2183 -0.1276  -0.0053
O: 1.0106 -0.9591 0.1186  0.2057
H: -3.6865 0.1385 -0.1235  0.1089
H: 2.2906 0.4149 0.9369  0.1703
H: 2.3913 0.2615 -0.8341  0.1700

## Properties
total charge	+1
highest occupied orbital energy (alpha / beta)	-15.356 / -15.206	eV
LUMO (alpha / beta)	-7.7 / -7.8	eV
strongest force on any atom	6.1	eV/A

=====

The ion C4H3O2S with charge -1 at a distorted geometry, computed with ωB97M-V/def2-TZVPD.

Last column: Löwdin charge in e.
Atoms and positions in Å:
O: -1.3322 1.9944 -0.6950  -0.0290
C: -1.1403 1.0098 -0.0135  -0.7293
O: -1.6291 0.6649 1.0793  -0.0624
C: -0.1777 -0.0980 -0.7075  -0.0975
C: 0.3757 -1.0086 0.4154  -0.1749
C: 1.2651 -0.0416 -0.1129  -0.7538
S: 2.6110 0.8588 -0.0238  0.5944
H: -0.4337 -0.3918 -1.6419  0.0786
H: 0.4752 -2.1050 0.3466  0.1092
H: -0.0139 -0.8828 1.3533  0.0648

## Properties
total charge	-1
highest occupied orbital energy	-4.363	eV
SMILES	O=C([O-])[C@@H]1CC1=S
LUMO	3.4	eV
strongest force on any atom	6.3	eV/A

=====

A structure of composition C4H3O4Tl at a distorted geometry, computed with ωB97M-V/def2-TZVPD.

Last column: Löwdin charge in e.
Atoms and positions in Å:
C: 0.6751 2.5359 2.4856  0.1404
C: -0.2753 2.8117 3.3575  0.0119
H: -0.4913 3.8294 3.6962  0.1682
O: 2.3741 1.8926 1.3615  0.2402
C: 1.1124 1.6758 1.4454  -0.3157
O: 0.4176 1.5634 0.3145  0.2165
H: 2.1372 2.7500 2.4920  0.3461
O: -1.2289 1.9017 3.7385  0.1042
C: -2.1054 2.2887 4.6714  -0.4711
O: -2.8183 1.3729 5.1445  -0.0617
Tl: -3.2457 3.0729 6.1039  1.4478
H: -0.1523 2.3312 0.1776  0.1731

## Properties
total charge	+2
highest occupied orbital energy (alpha / beta)	-19.534 / -19.351	eV
LUMO (alpha / beta)	-12.3 / -12.0	eV
strongest force on any atom	8.9	eV/A

=====

A structure of composition C4H3OPS at a distorted geometry, computed with ωB97M-V/def2-TZVPD.

Last column: Löwdin charge in e.
Atoms and positions in Å:
C: -1.3809 0.0490 -0.2977  -0.1572
C: -0.3447 -1.0151 -0.3721  -0.2305
C: -0.9663 1.2505 0.2550  -0.5380
C: 0.8871 -1.1712 0.0853  -0.1227
O: 3.4624 -0.5536 0.8284  -0.5107
P: 2.4298 -0.2232 -0.1693  0.6283
S: 0.6123 1.4376 0.8649  0.7111
H: -2.4051 -0.0647 -0.6499  0.0979
H: -0.6962 -1.7798 -0.9522  0.0804
H: -1.5985 2.0706 0.4076  0.0416

## Properties
highest occupied orbital energy (alpha / beta)	-8.506 / -8.506	eV
LUMO (alpha / beta)	-2.2 / -2.2	eV
strongest force on any atom	3.8	eV/A

=====

A structure of composition C4H3OSc at a distorted geometry, computed with ωB97M-V/def2-TZVPD.

Last column: Löwdin charge in e.
Atoms and positions in Å:
C: -2.1345 -0.0501 0.1206  0.1645
C: -0.8252 -0.2265 0.0759  -0.0689
C: 0.4216 -0.4901 -0.0765  -0.0173
C: 1.7400 -0.5868 -0.3262  -0.1723
H: -2.7987 -0.9139 0.1876  0.1291
H: -2.5742 0.9475 0.0802  0.1068
H: 2.5334 -1.1314 0.3518  0.2295
O: 2.4719 0.5061 -0.1196  -0.1721
Sc: 1.1657 1.9453 -0.2940  1.8007

## Properties
total charge	+2
highest occupied orbital energy (alpha / beta)	-17.957 / -17.961	eV
LUMO (alpha / beta)	-11.8 / -11.8	eV
strongest force on any atom	7.3	eV/A

=====

A structure of composition C4H3OZn at a distorted geometry, computed with ωB97M-V/def2-TZVPD.

Last column: Löwdin charge in e.
Atoms and positions in Å:
C: -2.5638 0.0041 -0.1321  0.0702
C: -1.2562 -0.1750 -0.0598  -0.1173
C: -0.0057 -0.4265 0.0801  -0.0688
C: 1.3167 -0.5126 0.3124  -0.2664
H: -3.2323 -0.8583 -0.1625  0.0976
H: -3.0052 0.9990 -0.0587  0.0814
H: 2.0759 -1.0759 -0.3791  0.2078
O: 2.0506 0.5748 0.0951  -0.2508
Zn: 0.6421 1.8528 0.1887  1.2463

## Properties
total charge	+1
highest occupied orbital energy	-13.075	eV
LUMO	-7.7	eV
strongest force on any atom	5.1	eV/A